Record 1
Formula: H20O10
Source: OMol25
Level of theory: wB97M-V/def2-TZVPD

Results
Charge: 0
SMILES: O.O.O.O.O.O.O.O.O.O
Kohn-Sham gap: 10.7 eV
E_HOMO: -11.0 eV
Energy: -764.359386 a.u.

Geometry as XYZ:
```
30
H20O10 (wB97M-V/def2-TZVPD)
O -6.68844 0.86861 17.11785
H -7.14154 0.23607 16.56035
H -5.93591 1.15090 16.59800
O -4.20883 -2.58073 15.02707
H -5.07262 -2.51059 14.62067
H -4.38257 -2.54531 15.96770
O -7.42994 -4.62421 18.70462
H -7.66899 -4.00599 18.01405
H -7.92791 -4.33446 19.46902
O -4.27156 0.01334 10.42064
H -4.77475 0.08519 11.23173
H -3.59762 -0.63852 10.61328
O -1.23076 -4.17302 18.61240
H -0.41848 -3.67310 18.69320
H -1.92297 -3.51255 18.64184
O -8.77129 -3.41058 15.57565
H -8.82068 -2.99142 14.71653
H -9.67122 -3.39686 15.90148
O -7.04164 -1.22414 12.56745
H -6.96044 -1.64218 11.71020
H -7.68967 -0.53195 12.43649
O -4.26869 -1.91858 18.94366
H -4.37963 -1.87798 19.89354
H -5.14061 -1.73831 18.59229
O -0.35074 -1.57895 14.79022
H -0.22318 -1.13926 15.63083
H -1.17739 -2.05121 14.88941
O -1.28797 0.64655 18.12305
H -2.19462 0.34419 18.17600
H -1.05378 0.86214 19.02577
```


Record 2
Formula: C3H27NO10
Source: OMol25
Level of theory: wB97M-V/def2-TZVPD

Results
Charge: 0
SMILES: NCCCO.O.O.O.O.O.O.O.O.O
Kohn-Sham gap: 9.1 eV
E_HOMO: -8.8 eV
Energy: -937.633151 a.u.

Geometry as XYZ:
```
41
C3H27NO10 (wB97M-V/def2-TZVPD)
N 0.71543 2.77326 0.92497
C 1.15127 1.36442 0.91320
C 1.67332 0.83671 -0.40738
C 1.71814 -0.69067 -0.39573
O 0.53087 -1.11531 -1.12720
H 0.40310 3.05244 0.00508
H 1.30325 3.48032 1.33495
H 1.80470 1.19322 1.78419
H 0.17461 0.84062 1.04678
H 2.65185 1.30189 -0.67531
H 1.03082 1.03594 -1.26604
H 1.85097 -1.14489 0.57735
H 2.47566 -1.11306 -1.11752
H 0.33154 -2.04355 -0.82273
O 0.17805 -1.44627 3.24178
H 0.71803 -0.98634 3.89267
H -0.41147 -0.70659 2.92896
O -1.54619 0.86687 -2.16946
H -2.38443 0.35966 -2.18349
H -0.99607 0.10450 -1.85053
O -2.32926 2.02682 0.50698
H -2.03826 2.94302 0.51481
H -2.22903 1.72777 -0.40996
O -1.49047 0.60492 2.70964
H -1.82988 0.53064 1.80723
H -0.91362 1.37850 2.65398
O -2.67373 -2.37697 2.06379
H -2.76454 -2.22308 3.00971
H -1.71583 -2.38903 1.91443
O 0.33852 -2.84061 0.91039
H 0.27994 -2.49618 1.82589
H 0.70671 -3.72981 0.96465
O 0.12820 3.30488 -2.77091
H -0.26014 2.40701 -2.73414
H 1.02397 3.02962 -3.00714
O -0.46597 -3.72764 -1.39702
H -0.91149 -3.67222 -2.25685
H -1.20352 -3.81849 -0.77905
O 1.41214 0.67742 -3.18309
H 2.03315 0.95760 -3.86687
H 1.52967 -0.27734 -3.11103
```


Record 3
Formula: C35H35KN6O6P
Source: OMol25
Level of theory: wB97M-V/def2-TZVPD

Results
Charge: -1
Kohn-Sham gap: 5.1 eV
E_HOMO: -3.7 eV
Energy: -3076.212084 a.u.

Geometry as XYZ:
```
84
C35H35KN6O6P (wB97M-V/def2-TZVPD)
K 0.20683 -0.32652 -0.43099
O 0.04505 -3.33950 1.80269
C -0.15344 -2.11259 1.98975
N 0.70884 -1.11589 2.05041
C 2.08001 -1.43079 2.11849
C 2.53866 -2.27502 3.14034
C 3.88114 -2.52325 3.34847
C 4.81968 -1.91244 2.52426
C 4.39476 -1.08051 1.50675
C 3.03399 -0.82235 1.26654
N 2.63678 0.10095 0.28533
C 3.25118 0.11034 -0.88174
O 4.10710 -0.67424 -1.36231
C 2.87603 1.28060 -1.78149
C 3.90481 1.85407 -2.53393
C 3.63683 2.94792 -3.33041
C 2.33446 3.42908 -3.38453
C 1.37162 2.77478 -2.63794
N 1.62025 1.72715 -1.85333
C -1.60216 -1.68982 2.16910
C -2.49131 -2.61502 2.71877
C -3.78840 -2.22267 2.98880
C -4.17748 -0.92778 2.66514
C -3.24338 -0.10014 2.06378
N -1.98535 -0.46048 1.82581
H 1.79409 -2.73897 3.77575
H 4.19652 -3.18141 4.15050
H 5.87953 -2.08531 2.67616
H 5.11653 -0.61117 0.85303
H 4.88927 1.41373 -2.46725
H 4.42539 3.42124 -3.90334
H 2.06983 4.28401 -3.99346
H 0.33869 3.10509 -2.67880
H -2.12430 -3.60993 2.92764
H -4.49024 -2.91245 3.44233
H -5.18179 -0.57321 2.85907
H -3.51084 0.90928 1.76088
O 0.41890 3.79423 6.12998
C -0.41614 4.45486 5.29672
O -0.93600 5.47020 5.67792
C -0.68639 3.83933 3.96635
C -1.64383 4.45369 3.16084
C -1.95051 3.94480 1.91523
C -1.29879 2.80208 1.44022
C -0.37115 2.15792 2.25991
C -0.06022 2.68329 3.49681
N -1.54175 2.21576 0.19354
C -1.89023 2.89509 -0.81114
C -2.07928 2.25349 -2.12461
C -2.36871 3.02851 -3.24279
C -2.41484 2.42023 -4.48647
C -2.16329 1.06211 -4.57363
C -1.90874 0.35910 -3.39949
N -1.88337 0.93399 -2.20532
H 0.73207 2.97882 5.71886
H -2.14228 5.33421 3.54344
H -2.72101 4.41839 1.31767
H 0.05989 1.21550 1.94173
H 0.67809 2.14470 4.08206
H -2.00046 3.98648 -0.78466
H -2.52873 4.09427 -3.13286
H -2.62631 3.00129 -5.37521
H -2.15961 0.55129 -5.52636
H -1.70206 -0.70524 -3.40973
C -4.04872 -2.00227 -0.95550
O -2.67738 -1.76711 -1.18992
H -4.68819 -1.35461 -1.56853
H -4.31912 -1.86687 0.09496
H -4.25018 -3.03808 -1.22908
H -2.47744 -0.84015 -0.99196
C -0.31780 -4.32016 -1.98658
P 0.99009 -3.09803 -2.24721
C 1.88818 -3.61297 -3.73517
C 2.12934 -3.32290 -0.88204
O 0.43654 -1.71911 -2.39476
H 0.08333 -5.33340 -1.94628
H -1.05920 -4.23934 -2.78211
H -0.79102 -4.07921 -1.03205
H 2.24633 -4.63936 -3.65567
H 2.73858 -2.93870 -3.84743
H 1.23394 -3.51302 -4.60176
H 2.57015 -4.32141 -0.91286
H 1.58573 -3.22851 0.06475
H 2.92243 -2.56997 -0.94014
```


What are the LUMO values for these records? In order: -0.29; 0.28; 1.43 eV.
What are the relative energy (zero: lowest compared OMol25 entry of this formula, charge and spin) values for these records? In order: 321.7; 0.0; 0.0 kJ/mol.